No. 1
C2H3BrOS | the ωB97M-V functional and the def2-TZVPD basis

The geometry in XYZ format:
```
8
Properties=species:S:1:pos:R:3
C -1.27 -0.17 -0.46
C -0.66 -0.02 0.81
O 2.07 -1.01 -1.26
S 2.02 0.41 -0.82
Br -0.50 0.70 -1.88
H 0.26 -0.55 0.87
H -0.54 1.04 1.21
H -1.38 -0.40 1.53
```

E_HOMO (alpha / beta) ... -8.416 / -8.384 eV
Energy ... -85041.760 eV
Relative energy (zero: lowest compared OMol25 entry of this formula, charge and spin) ... 549.1 kJ/mol



No. 2
C12H30ClF6NO13S2Zr | the ωB97M-V functional and the def2-TZVPD basis

The geometry in XYZ format:
```
66
Properties=species:S:1:pos:R:3
Zr -0.62 -0.21 -1.66
Cl 1.10 1.96 0.95
O 2.34 2.22 0.31
O 0.27 1.19 -0.04
O 1.29 1.10 2.07
O 0.35 3.11 1.29
C 0.83 0.89 -5.93
F 0.48 0.36 -7.07
F 2.09 1.16 -5.89
F 0.11 1.96 -5.67
S 0.40 -0.45 -4.58
O -0.99 -0.30 -4.09
O 0.72 -1.73 -5.06
N 1.00 0.04 -2.99
S 2.69 -0.01 -3.05
O 3.15 -0.49 -1.78
O 3.20 -0.68 -4.19
C 3.20 1.83 -3.18
F 2.17 2.55 -3.61
F 3.61 2.23 -2.01
F 4.19 1.88 -4.03
C -2.65 0.49 4.46
C -1.83 0.92 3.26
O -1.32 -0.22 2.56
H -3.48 -0.16 4.16
H -3.16 1.32 4.95
H -2.00 -0.02 5.17
H -1.01 1.56 3.61
H -2.39 1.59 2.61
H -0.95 -0.87 3.20
C -0.81 4.08 -3.16
C -0.63 3.11 -2.01
O -1.21 1.76 -2.34
H -1.86 4.37 -3.29
H -0.44 3.65 -4.09
H -0.20 4.96 -3.00
H -1.03 3.53 -1.09
H 0.43 2.93 -1.86
H -1.93 2.04 -2.93
C -3.87 -1.69 0.94
C -2.57 -2.18 0.33
O -1.65 -1.04 0.10
H -3.71 -1.09 1.84
H -4.55 -2.51 1.14
H -4.41 -1.04 0.24
H -2.83 -2.62 -0.63
H -2.07 -2.87 1.00
H -1.45 -0.74 1.06
C 1.19 -1.49 4.47
C 0.42 -2.79 4.51
O -0.66 -2.65 3.57
H 1.49 -1.23 3.45
H 2.08 -1.51 5.10
H 0.64 -0.63 4.85
H 0.06 -3.00 5.52
H 1.05 -3.64 4.23
H -1.25 -3.42 3.61
C 2.65 -1.88 0.92
C 1.18 -2.03 0.65
O 0.92 -1.53 -0.74
H 3.29 -2.53 0.31
H 2.88 -2.20 1.93
H 2.97 -0.84 0.81
H 0.58 -1.42 1.32
H 0.89 -3.07 0.72
H 1.60 -2.01 -1.25
```

E_HOMO ... -15.828 eV
Net charge ... +2
Energy ... -92792.335 eV
Relative energy (zero: lowest compared OMol25 entry of this formula, charge and spin) ... 0.0 kJ/mol



No. 3
C34H29ClNO3S | the ωB97M-V functional and the def2-TZVPD basis

The geometry in XYZ format:
```
69
Properties=species:S:1:pos:R:3
C 3.71 2.95 -5.36
N 3.63 1.85 -4.42
C 4.60 0.81 -4.67
C 2.63 1.73 -3.44
C 1.45 1.00 -3.69
C 0.55 0.76 -2.68
C 0.77 1.21 -1.34
C -0.06 0.85 -0.25
C -0.76 -0.39 -0.25
C -1.89 -0.59 0.59
C -2.44 -1.83 0.84
C -3.63 -1.98 1.69
C -4.60 -0.96 1.75
C -5.71 -1.07 2.58
C -5.88 -2.21 3.38
C -4.93 -3.23 3.33
C -3.83 -3.13 2.49
C -1.81 -3.03 0.23
O -2.03 -4.18 0.67
C -0.87 -2.79 -0.89
C -0.47 -3.90 -1.78
C -0.13 -3.64 -3.13
C 0.28 -4.68 -3.97
C 0.37 -5.99 -3.49
C 0.02 -6.26 -2.17
C -0.41 -5.23 -1.33
C -0.34 -1.52 -1.03
C 1.87 2.09 -1.16
C 2.80 2.32 -2.16
H 2.92 3.69 -5.17
H 4.70 3.43 -5.27
H 3.61 2.56 -6.39
H 4.50 -0.02 -3.96
H 4.48 0.42 -5.69
H 5.61 1.23 -4.59
H 1.26 0.63 -4.71
H -0.36 0.19 -2.90
H -0.36 1.66 0.47
H -2.32 0.28 1.10
H -4.47 -0.07 1.12
H -6.45 -0.27 2.60
H -6.74 -2.29 4.04
H -5.04 -4.13 3.95
H -3.12 -3.94 2.42
H -0.20 -2.62 -3.51
H 0.53 -4.46 -5.01
H 0.70 -6.80 -4.15
H 0.08 -7.28 -1.77
H -0.71 -5.45 -0.31
H 0.47 -1.41 -1.75
H 1.99 2.58 -0.20
H 3.67 2.95 -1.97
Cl 1.11 -0.25 2.16
C 0.43 1.31 1.95
S 1.56 2.60 2.55
C 0.91 3.52 3.99
C 0.11 4.65 3.76
C -0.29 5.46 4.82
C 0.14 5.18 6.12
C 0.95 4.07 6.36
C 1.36 3.26 5.29
O 2.76 1.95 3.01
O 1.61 3.62 1.51
H -0.41 1.45 2.65
H -0.15 4.92 2.74
H -0.93 6.32 4.63
H -0.14 5.84 6.95
H 1.28 3.85 7.37
H 2.05 2.44 5.47
```

E_HOMO ... -4.002 eV
Net charge ... -1
Energy ... -66716.345 eV



No. 4
C2H3PS3 | the ωB97M-V functional and the def2-TZVPD basis

The geometry in XYZ format:
```
9
Properties=species:S:1:pos:R:3
C 0.27 0.32 -0.28
C -0.17 -0.40 0.87
P 1.11 2.24 0.33
S 0.07 -0.11 -1.87
S -0.39 -2.20 0.45
S -1.04 -1.90 -1.56
H 0.47 -0.55 1.63
H -1.02 0.06 1.37
H 0.70 2.55 -0.93
```

E_HOMO (alpha / beta) ... -7.346 / -7.890 eV
Energy ... -43913.527 eV
Relative energy (zero: lowest compared OMol25 entry of this formula, charge and spin) ... 190.9 kJ/mol
SMILES ... [H]/P=C1/CSSS1



> What is the energy in the third record?

-66716.345 eV